[1]
{
  "formula": "C22H40IrN6O2",
  "method": "the ωB97M-V functional and the def2-TZVPD basis",
  "symbols": ["Ir", "C", "N", "C", "C", "C", "N", "C", "C", "H", "H", "H", "H", "H", "H", "H", "H", "H", "H", "H", "H", "H", "H", "H", "H", "C", "N", "C", "C", "O", "N", "C", "C", "H", "H", "H", "H", "H", "H", "H", "H", "H", "H", "H", "H", "C", "N", "N", "C", "O", "C", "C", "C", "C", "C", "C", "C", "C", "C", "H", "H", "H", "H", "H", "H", "H", "H", "H", "H", "H", "H"],
  "xyz": [[0.45, -0.63, 0.76], [-0.27, -1.46, 3.65], [0.31, -0.28, 2.96], [-0.54, 0.91, 3.24], [1.71, -0.04, 3.39], [2.67, -0.99, 2.70], [2.60, -0.88, 1.22], [3.19, -2.09, 0.58], [3.31, 0.33, 0.74], [-0.33, -1.28, 4.73], [0.34, -2.34, 3.48], [-1.28, -1.63, 3.28], [-0.51, 1.17, 4.30], [-1.57, 0.69, 2.97], [-0.17, 1.76, 2.66], [1.80, -0.15, 4.47], [1.96, 1.00, 3.15], [2.45, -2.03, 2.97], [3.69, -0.79, 3.03], [4.23, -2.20, 0.88], [3.15, -1.99, -0.50], [2.64, -2.98, 0.89], [4.35, 0.31, 1.06], [2.84, 1.23, 1.14], [3.28, 0.36, -0.35], [-1.38, -4.81, 1.97], [-1.36, -4.78, 0.52], [-1.36, -6.07, -0.14], [-1.10, -3.51, -0.13], [-0.48, -2.69, 0.55], [-1.50, -3.37, -1.38], [-2.60, -4.11, -2.05], [-0.98, -2.25, -2.16], [-2.07, -5.60, 2.28], [-1.65, -3.85, 2.37], [-0.38, -5.10, 2.32], [-0.79, -6.77, 0.49], [-0.93, -6.03, -1.13], [-2.39, -6.47, -0.18], [-3.27, -4.57, -1.33], [-2.22, -4.84, -2.75], [-3.18, -3.38, -2.61], [-0.08, -1.84, -1.70], [-1.74, -1.47, -2.27], [-0.72, -2.63, -3.15], [-0.44, 4.53, -3.69], [0.05, 3.38, -2.90], [-0.32, 3.10, -1.60], [0.15, 1.77, -1.30], [-0.01, 1.29, -0.14], [0.82, 1.34, -2.43], [0.73, 2.34, -3.39], [1.25, 2.35, -4.78], [-0.83, 4.02, -0.74], [-1.75, 3.59, 0.27], [-2.31, 4.52, 1.10], [-1.94, 5.88, 0.97], [-0.98, 6.30, 0.02], [-0.44, 5.39, -0.83], [-1.32, 4.95, -3.22], [-0.73, 4.16, -4.67], [0.32, 5.29, -3.80], [1.34, 0.40, -2.54], [1.93, 1.52, -4.94], [1.78, 3.28, -5.00], [0.43, 2.26, -5.50], [-2.06, 2.55, 0.32], [-3.05, 4.23, 1.82], [-2.41, 6.62, 1.62], [-0.67, 7.33, -0.02], [0.33, 5.69, -1.53]],
  "charge": 4,
  "energy_ev": -39293.5492,
  "multiplicity": 6,
  "s_squared": 8.78,
  "orbital_gap_ev": [8.51, 5.49]
}

=====

[2]
{
  "formula": "C39H60BI2O21S",
  "method": "the ωB97M-V functional and the def2-TZVPD basis",
  "symbols": ["C", "C", "I", "C", "I", "S", "O", "B", "O", "O", "H", "H", "H", "H", "H", "H", "O", "C", "O", "C", "C", "C", "H", "H", "H", "H", "H", "H", "O", "C", "O", "C", "C", "C", "H", "H", "H", "H", "H", "H", "O", "C", "O", "C", "C", "C", "H", "H", "H", "H", "H", "H", "O", "C", "O", "C", "C", "C", "H", "H", "H", "H", "H", "H", "O", "C", "O", "C", "C", "C", "H", "H", "H", "H", "H", "H", "O", "C", "O", "C", "C", "C", "H", "H", "H", "H", "H", "H", "O", "C", "O", "C", "C", "C", "H", "H", "H", "H", "H", "H", "O", "C", "O", "C", "C", "C", "H", "H", "H", "H", "H", "H", "O", "C", "O", "C", "C", "C", "H", "H", "H", "H", "H", "H"],
  "xyz": [[0.18, 5.62, -1.20], [-0.40, 4.11, -1.07], [0.49, 2.47, -2.21], [-1.50, 3.93, -0.18], [-2.42, 5.58, 0.95], [-2.26, 2.25, 0.14], [-2.07, 2.04, 1.81], [-0.71, 1.66, 2.15], [-0.20, 2.13, 3.42], [0.15, 0.82, 1.37], [0.54, 5.88, -0.14], [1.11, 5.68, -1.87], [-0.64, 6.36, -1.47], [-1.54, 1.25, -0.49], [-0.90, 2.61, 3.91], [0.93, 1.32, 1.02], [2.93, 6.57, -2.53], [2.57, 7.39, -3.34], [2.22, 7.10, -4.62], [1.95, 8.32, -5.33], [1.62, 9.33, -4.26], [2.48, 8.88, -3.10], [2.84, 8.59, -5.90], [1.12, 8.17, -6.02], [1.82, 10.36, -4.57], [0.57, 9.26, -3.99], [3.48, 9.30, -3.14], [2.01, 9.09, -2.14], [5.07, 10.57, -4.98], [4.70, 11.39, -5.79], [4.36, 11.09, -7.07], [4.08, 12.30, -7.78], [3.75, 13.32, -6.72], [4.61, 12.87, -5.55], [4.97, 12.58, -8.36], [3.25, 12.15, -8.47], [3.95, 14.35, -7.03], [2.70, 13.25, -6.44], [5.62, 13.30, -5.60], [4.14, 13.09, -4.60], [-3.26, 0.63, -0.22], [-3.49, -0.54, -0.51], [-2.57, -1.51, -0.46], [-3.13, -2.74, -0.97], [-4.62, -2.57, -0.82], [-4.80, -1.08, -1.01], [-2.83, -2.86, -2.01], [-2.76, -3.58, -0.40], [-5.20, -3.18, -1.52], [-4.93, -2.85, 0.19], [-4.92, -0.81, -2.06], [-5.63, -0.70, -0.42], [-2.99, -5.52, -0.57], [-2.11, -6.30, -0.28], [-1.86, -7.45, -0.95], [-0.83, -8.18, -0.28], [-0.08, -7.15, 0.54], [-1.17, -6.16, 0.89], [-1.30, -8.95, 0.34], [-0.18, -8.67, -1.01], [0.42, -7.58, 1.41], [0.67, -6.66, -0.08], [-1.70, -6.45, 1.81], [-0.78, -5.15, 0.97], [-2.46, -7.05, 3.74], [-1.72, -7.87, 4.21], [-0.42, -8.02, 3.85], [0.14, -9.16, 4.53], [-0.74, -9.36, 5.74], [-2.10, -8.90, 5.24], [0.12, -10.01, 3.85], [1.17, -8.95, 4.81], [-0.74, -10.39, 6.10], [-0.41, -8.72, 6.56], [-2.65, -9.71, 4.75], [-2.69, -8.46, 6.04], [-3.32, -6.88, 7.46], [-4.24, -7.59, 7.77], [-4.49, -8.81, 7.20], [-5.71, -9.33, 7.72], [-5.92, -8.63, 9.04], [-5.30, -7.27, 8.78], [-6.51, -9.13, 7.01], [-5.62, -10.41, 7.85], [-6.97, -8.58, 9.34], [-5.37, -9.14, 9.83], [-6.01, -6.57, 8.34], [-4.86, -6.85, 9.69], [0.78, -11.48, 7.09], [0.03, -11.76, 7.99], [-1.17, -12.36, 7.81], [-1.85, -12.44, 9.07], [-0.76, -12.35, 10.11], [0.26, -11.46, 9.44], [-2.56, -11.61, 9.14], [-2.40, -13.38, 9.13], [-1.11, -11.97, 11.07], [-0.33, -13.34, 10.28], [0.06, -10.40, 9.62], [1.28, -11.71, 9.74], [0.33, 12.69, -9.92], [0.99, 12.00, -10.65], [2.24, 11.54, -10.35], [2.78, 10.85, -11.48], [1.58, 10.44, -12.31], [0.61, 11.57, -12.04], [3.45, 11.53, -12.01], [3.35, 9.98, -11.14], [1.82, 10.31, -13.36], [1.17, 9.50, -11.93], [0.75, 12.40, -12.73], [-0.43, 11.22, -12.07], [2.95, 2.83, 0.80], [3.88, 2.13, 0.49], [4.73, 1.56, 1.39], [5.78, 0.88, 0.69], [5.23, 0.61, -0.69], [4.31, 1.79, -0.91], [6.66, 1.53, 0.67], [6.04, -0.04, 1.22], [6.00, 0.50, -1.45], [4.64, -0.32, -0.68], [4.84, 2.64, -1.33], [3.45, 1.52, -1.52]],
  "charge": 1,
  "energy_ev": -112121.8143,
  "multiplicity": 1,
  "relative_energy_kj_mol": 168.1,
  "orbital_gap_ev": 8.33
}

=====

[3]
{
  "formula": "C17H58CuF3N26O15",
  "method": "the ωB97M-V functional and the def2-TZVPD basis",
  "symbols": ["Cu", "C", "O", "O", "C", "F", "F", "F", "C", "C", "H", "H", "H", "H", "H", "H", "C", "O", "N", "N", "H", "H", "H", "H", "C", "O", "N", "N", "H", "H", "H", "H", "C", "O", "N", "N", "H", "H", "H", "H", "C", "O", "N", "N", "H", "H", "H", "H", "C", "O", "N", "N", "H", "H", "H", "H", "C", "O", "N", "N", "H", "H", "H", "H", "C", "O", "N", "N", "H", "H", "H", "H", "C", "O", "N", "N", "H", "H", "H", "H", "C", "O", "N", "N", "H", "H", "H", "H", "C", "O", "N", "N", "H", "H", "H", "H", "C", "O", "N", "N", "H", "H", "H", "H", "C", "O", "N", "N", "H", "H", "H", "H", "C", "O", "N", "N", "H", "H", "H", "H"],
  "xyz": [[3.52, 0.28, 3.04], [0.39, 0.68, 1.18], [0.76, -0.21, 0.17], [1.36, 0.49, 2.19], [0.02, 2.11, 0.65], [0.89, 2.43, -0.30], [-1.20, 2.35, 0.15], [0.20, 3.13, 1.61], [-0.35, -0.57, -0.74], [0.24, -1.75, -1.42], [0.19, -2.69, -0.85], [-0.35, -1.90, -2.33], [1.29, -1.67, -1.67], [-0.63, 0.27, -1.37], [-1.32, -0.82, -0.30], [-0.44, 0.32, 1.79], [4.12, 4.97, 1.85], [4.23, 6.16, 1.70], [5.08, 4.07, 2.05], [3.01, 4.33, 1.95], [4.75, 3.15, 2.28], [6.08, 4.20, 1.97], [3.06, 3.32, 2.01], [2.12, 4.81, 1.90], [1.33, -5.35, -4.69], [2.28, -5.93, -4.17], [1.15, -5.37, -5.98], [0.40, -4.69, -4.11], [0.31, -4.98, -6.39], [1.78, -5.83, -6.61], [-0.53, -4.62, -4.51], [0.51, -4.43, -3.14], [-3.18, -3.44, -1.76], [-3.89, -2.42, -2.08], [-2.92, -3.98, -0.60], [-2.35, -3.97, -2.62], [-3.31, -3.53, 0.21], [-2.27, -4.75, -0.54], [-2.24, -3.48, -3.49], [-1.75, -4.76, -2.43], [-3.65, -0.79, 2.03], [-3.08, -1.47, 1.26], [-4.80, -1.16, 2.56], [-3.19, 0.40, 2.48], [-5.16, -0.71, 3.39], [-5.28, -1.98, 2.21], [-3.77, 1.13, 2.85], [-2.22, 0.59, 2.30], [3.11, -1.75, -4.27], [3.80, -2.35, -3.45], [3.25, -0.47, -4.65], [1.90, -2.19, -4.65], [2.73, -0.12, -5.43], [4.09, -0.01, -4.32], [1.41, -1.63, -5.34], [1.52, -2.95, -4.11], [-5.50, 1.27, -0.89], [-6.21, 1.78, -0.04], [-4.25, 0.91, -0.76], [-5.95, 1.04, -2.06], [-3.80, 1.14, 0.12], [-3.91, 0.06, -1.17], [-5.35, 1.03, -2.88], [-6.95, 1.20, -2.16], [5.02, 1.35, -0.07], [4.71, 1.35, 1.10], [4.06, 1.26, -0.98], [6.22, 1.45, -0.58], [3.08, 1.28, -0.73], [4.36, 1.18, -1.94], [6.44, 1.41, -1.57], [6.97, 1.69, 0.05], [0.00, 0.80, -4.67], [-0.07, -0.12, -5.57], [0.92, 0.89, -3.78], [-0.89, 1.71, -4.62], [1.56, 0.12, -3.67], [1.07, 1.56, -3.04], [-1.74, 1.42, -5.07], [-0.71, 2.62, -4.22], [-0.98, -3.38, 3.54], [-0.23, -3.73, 4.48], [-2.28, -3.22, 3.69], [-0.60, -3.00, 2.39], [-2.66, -3.38, 4.61], [-2.69, -2.94, 2.81], [0.38, -2.81, 2.28], [-1.26, -2.75, 1.67], [-0.88, -0.52, 6.49], [-0.18, -0.72, 7.46], [-2.15, -0.18, 6.47], [-0.45, -0.47, 5.30], [-2.71, -0.17, 7.31], [-2.61, 0.09, 5.60], [-0.90, -0.33, 4.41], [0.55, -0.63, 5.18], [3.23, -2.83, 0.81], [4.19, -3.64, 0.87], [1.97, -2.99, 1.21], [3.25, -1.72, 0.12], [1.79, -3.95, 1.45], [1.34, -2.24, 1.44], [4.21, -1.60, -0.16], [2.51, -1.03, 0.06], [-0.82, 5.08, -2.42], [-0.90, 4.12, -3.23], [-0.83, 6.32, -2.78], [-0.57, 5.10, -1.18], [-0.77, 7.09, -2.12], [-1.32, 6.55, -3.63], [-1.02, 5.81, -0.63], [-0.27, 4.19, -0.85], [-1.39, 3.55, 4.76], [-2.13, 4.54, 4.61], [-0.96, 2.70, 3.97], [-0.99, 3.14, 5.94], [-0.16, 2.10, 4.13], [-1.06, 3.02, 3.01], [-1.53, 3.50, 6.72], [-0.22, 2.49, 5.94]],
  "charge": 0,
  "energy_ev": -140820.7113,
  "multiplicity": 1,
  "relative_energy_kj_mol": 683.1,
  "orbital_gap_ev": 7.39
}